Entry 1:
Formula: C26H33O5V
Source: the Open Molecules 2025 dataset
Level of theory: wB97M-V/def2-TZVPD

```
! wB97M-V def2-TZVPD RIJCOSX def2/J DEFGRID3
* xyz 1 2
O -3.63921 3.81278 -1.20110
C -4.49339 3.24944 -2.25306
C -5.25678 4.54841 -2.48251
H -5.09162 2.44452 -1.82930
H -3.92691 2.92123 -3.12818
C -4.32625 5.10701 -1.37007
H -6.31611 4.45819 -2.20815
H -5.09959 4.93748 -3.49823
C -5.00189 5.38997 -0.03587
H -5.63318 4.54338 0.27269
H -5.57850 6.32121 -0.06117
H -4.21117 5.47343 0.72073
C -3.35939 6.19980 -1.82055
H -2.83257 5.89775 -2.73749
H -2.61412 6.33078 -1.02464
H -3.89018 7.14829 -1.99247
V 2.44047 -0.54928 0.51373
C 4.24215 -0.21221 -0.51266
C 3.67450 -1.38393 -1.12603
C 2.41648 -1.03530 -1.68278
H 4.17431 -2.34844 -1.21378
C 2.17464 0.35469 -1.41039
C 3.33385 0.88017 -0.72543
H 3.51303 1.93209 -0.49369
H 5.20905 -0.16693 -0.00942
H 1.73375 -1.70324 -2.21470
H 1.30293 0.92228 -1.73033
C 3.02072 -0.67151 2.81585
C 3.18900 0.65194 2.28907
C 1.87285 1.16540 1.94991
H 4.13074 1.18706 2.21257
C 0.91002 0.15258 2.28229
C 1.61613 -0.97513 2.81192
H 1.15566 -1.86122 3.24071
H 3.80929 -1.30157 3.21145
H 1.64353 2.17277 1.61443
H -0.16398 0.23101 2.17902
O -1.28583 0.33678 0.18439
C -1.03589 1.69213 -0.29348
C -1.82330 1.88450 -1.58798
H 0.05379 1.88028 -0.44604
H -1.37664 2.38640 0.49576
C -2.75467 0.64369 -1.63978
H -1.18647 1.93551 -2.48327
H -2.31830 2.84654 -1.49115
C -1.81533 -0.37023 -0.98605
H -3.04901 0.37503 -2.65468
H -3.65869 0.81724 -1.02180
H -1.00747 -0.63393 -1.71740
H -2.26941 -1.29463 -0.61921
O 0.44111 -5.55188 0.94307
C 1.60993 -6.02567 1.38905
C 1.71417 -7.38448 1.75636
C 2.91866 -7.88335 2.22994
C 4.03608 -7.04941 2.32982
C 3.94091 -5.70504 1.95529
C 2.74421 -5.16596 1.49664
C 2.63186 -3.71304 1.13500
O 3.66888 -3.01566 1.22289
O 1.47143 -3.25711 0.77984
H 0.62054 -4.55517 0.77672
H 0.83284 -8.02255 1.66137
H 2.99379 -8.93359 2.52254
H 4.98506 -7.42998 2.69595
H 4.78944 -5.03130 2.01386
*
```

Results
gap between HOMO and LUMO (spin up / spin down) = 0.166 / 0.190 hartree
LUMO (spin up / spin down) = -5.64 / -5.00 eV

***

Entry 2:
Formula: C3H9NO2
Source: the Open Molecules 2025 dataset
Level of theory: wB97M-V/def2-TZVPD

```
! wB97M-V def2-TZVPD RIJCOSX def2/J DEFGRID3
* xyz 0 1
C -1.75863 -2.12808 0.56761
C -0.65244 -1.50308 -0.20263
O 0.45240 -1.40820 0.26998
O -0.95298 -0.97830 -1.42655
H -2.56595 -2.60864 0.02866
H -2.11299 -1.39402 1.28741
H -1.22720 -2.87215 1.16176
H -0.07462 -0.60197 -1.69115
C 1.10378 1.98793 0.51091
N 1.27382 1.52915 -0.85681
H 0.09381 1.83218 0.88637
H 1.36882 3.00553 0.84161
H 1.81818 1.45276 1.14784
H 0.96579 2.26727 -1.48393
H 2.26821 1.41963 -1.04108
*
```

Results
SMILES = CC(=O)O.CN
gap between HOMO and LUMO = 0.386 hartree
LUMO = 0.93 eV

***

Entry 3:
Formula: C7H10O
Source: the Open Molecules 2025 dataset
Level of theory: wB97M-V/def2-TZVPD

```
! wB97M-V def2-TZVPD RIJCOSX def2/J DEFGRID3
* xyz 0 1
C 0.90316 0.88226 0.36639
C -0.17460 -0.03706 -0.02516
C 0.29146 -1.01452 -0.98110
C -0.87849 -0.74649 1.16823
C -1.24664 0.89456 -0.72585
C -1.70636 1.35221 -1.93442
C -2.32901 1.87377 -0.74819
O -2.99894 2.72054 -0.21300
H 1.42228 0.22418 1.05679
H 1.55979 1.36726 -0.33422
H 0.42898 1.68618 0.95745
H 0.85169 -1.74364 -0.48159
H 0.81778 -0.60593 -1.78275
H -0.50884 -1.50219 -1.59412
H -0.38169 -1.75558 1.36511
H -1.92342 -1.12741 1.03062
H -0.74097 -0.17302 2.11576
H -1.45188 1.28369 -2.99154
*
```

Results
SMILES = CC(C)(C)c1cc1=O
gap between HOMO and LUMO = 0.355 hartree
LUMO = 0.70 eV

***

Entry 4:
Formula: C4H8F2HgNO8S2
Source: the Open Molecules 2025 dataset
Level of theory: wB97M-V/def2-TZVPD

```
! wB97M-V def2-TZVPD RIJCOSX def2/J DEFGRID3
* xyz -3 1
Hg 0.22176 -0.51930 0.15671
O -1.67415 -1.18333 3.82055
C -1.78037 -2.51528 4.27235
C -0.61230 -3.53702 4.05484
O 0.03283 -3.62399 2.78782
H -2.74135 -2.94467 3.98906
H -2.00784 -2.46295 5.33705
H -0.97596 -4.49898 4.41604
H 0.13152 -3.32737 4.82351
O -2.58456 -1.55745 -2.64079
C -3.65838 -0.76315 -3.12413
C -3.65165 0.83088 -2.96060
O -2.83693 1.47852 -1.99734
H -4.50067 -1.19869 -2.58658
H -3.73687 -1.03252 -4.17740
H -4.68138 1.02598 -2.66109
H -3.49087 1.28721 -3.93734
N 3.64055 1.90132 -0.70456
S 4.93005 1.93122 -1.45979
O 6.15542 1.90634 -0.69607
O 4.98091 2.40047 -2.85287
F 4.76630 0.37558 -1.73737
S 3.67498 3.67756 -0.63240
O 3.29788 4.30650 -1.88933
O 4.70405 4.29569 0.15846
F 2.39701 3.74742 0.24127
*
```

Results
gap between HOMO and LUMO = 0.078 hartree
LUMO = 4.05 eV

***

Entry 5:
Formula: H12O6
Source: the Open Molecules 2025 dataset
Level of theory: wB97M-V/def2-TZVPD

```
! wB97M-V def2-TZVPD RIJCOSX def2/J DEFGRID3
* xyz 0 1
O -1.37208 0.93199 7.29426
H -1.04248 1.58518 7.91146
H -1.08042 1.24293 6.43724
O -0.60658 1.15626 -4.35548
H -1.55825 1.08398 -4.42860
H -0.34384 1.65664 -5.12803
O -0.66375 4.11338 3.41157
H -0.85036 4.40632 2.51960
H 0.01160 4.71479 3.72532
O -1.23531 -4.75513 -1.38767
H -0.62925 -5.49585 -1.40372
H -0.81728 -4.11546 -0.81122
O 3.12696 -2.24725 -5.40624
H 3.68106 -1.72774 -5.98875
H 2.46972 -1.62939 -5.08603
O 0.37384 -0.68738 0.95189
H 0.28226 -0.21872 0.12230
H 0.25417 -0.01454 1.62211
*
```

Results
SMILES = O.O.O.O.O.O
gap between HOMO and LUMO = 0.431 hartree
LUMO = 0.40 eV

***

Entry 6:
Formula: C3H12N3OP
Source: the Open Molecules 2025 dataset
Level of theory: wB97M-V/def2-TZVPD

```
! wB97M-V def2-TZVPD RIJCOSX def2/J DEFGRID3
* xyz 0 1
C -2.15882 -1.15214 0.21228
C -1.54403 1.18159 0.61730
C -0.92654 -0.12412 0.11682
N 2.92023 1.17479 -0.56741
N 2.69253 -1.52064 -0.27508
N -0.45355 -0.03134 -1.25614
O 1.97701 0.05860 1.71071
P 2.41718 -0.10523 0.31002
H -2.98842 -0.54346 -0.03799
H -2.15261 -1.96380 -0.45863
H -2.32062 -1.77235 1.21268
H -0.77086 1.95425 0.81400
H -2.20233 0.84537 1.45061
H -2.15605 1.64524 -0.26032
H -0.05786 -0.46811 0.76685
H 3.58349 0.95379 -1.27265
H 2.93296 1.99505 -0.11879
H -0.30714 0.77753 -1.55454
H 2.37180 -2.22094 0.42204
H -0.85636 -0.68408 -1.83176
*
```

Results
gap between HOMO and LUMO = 0.344 hartree
LUMO = 0.43 eV

***

Entry 7:
Formula: C6H11N4O
Source: the Open Molecules 2025 dataset
Level of theory: wB97M-V/def2-TZVPD

```
! wB97M-V def2-TZVPD RIJCOSX def2/J DEFGRID3
* xyz 1 1
C -3.00096 -1.79932 -0.15424
C -1.91801 -0.76929 -0.18111
N -2.00954 0.16669 -1.12606
O -0.85258 0.92828 -1.11026
C 0.01828 0.56638 -0.21656
N 1.34444 0.80138 -0.31544
C 1.93247 1.60923 -1.24625
N 3.25147 1.64811 -1.34870
N 1.15531 2.45657 -1.94179
C -0.75968 -0.80940 0.54646
C -0.16050 -1.71540 1.60786
H -3.57487 -1.69028 -1.12514
H -2.53218 -2.85589 -0.06764
H -3.58802 -1.57107 0.74377
H 1.88662 0.56045 0.45545
H 3.83510 2.15116 -2.06844
H 3.84792 1.06991 -0.79279
H 1.72355 2.92979 -2.65911
H 0.20552 2.38611 -1.82107
H 0.86551 -1.37319 1.89392
H -0.91503 -1.68653 2.54922
H -0.28242 -2.74300 1.39056
*
```

Results
SMILES = Cc1noc([NH+]=C(N)N)c1C
gap between HOMO and LUMO = 0.287 hartree
LUMO = -3.68 eV

***

Entry 8:
Formula: C7H7N3O
Source: the Open Molecules 2025 dataset
Level of theory: wB97M-V/def2-TZVPD

```
! wB97M-V def2-TZVPD RIJCOSX def2/J DEFGRID3
* xyz 0 1
N 3.36288 0.33741 0.05811
C 1.99875 0.05876 0.12882
N 1.55700 -1.17842 0.09012
C 0.13912 -1.04930 -0.23641
C -0.84115 -1.89798 -0.04319
C -2.21348 -1.37611 0.12166
C -2.38548 -0.04361 -0.00873
C -1.31387 0.84101 -0.08772
N -1.64664 2.15255 0.10495
C -0.06393 0.32607 -0.25114
O 1.06924 1.03085 -0.15575
H 4.01215 -0.47752 0.04586
H 3.61886 1.08632 0.65019
H -0.88315 -3.00750 0.12083
H -2.97170 -2.04741 0.35052
H -3.39340 0.36251 0.37105
H -2.73222 2.64132 0.35237
H -1.03693 2.86158 -0.15686
*
```

Results
SMILES = Nc1nc2cccc(N)c2o1
gap between HOMO and LUMO = 0.308 hartree
LUMO = 0.74 eV

***

Entry 9:
Formula: C21H41O3P3W
Source: the Open Molecules 2025 dataset
Level of theory: wB97M-V/def2-TZVPD

```
! wB97M-V def2-TZVPD RIJCOSX def2/J DEFGRID3
* xyz 4 3
P -1.34924 1.65347 1.93008
C -0.33836 1.60967 3.38141
H -0.88757 2.22011 4.10335
H 0.64857 2.03666 3.16928
H -0.23807 0.57435 3.72346
C -1.26545 3.26516 1.21253
H -2.02719 3.44394 0.44754
H -0.26290 3.49334 0.82864
H -1.47718 3.94279 2.05338
C -3.04739 1.24514 2.35915
H -3.38792 2.06627 3.00082
H -3.06289 0.29536 2.91791
H -3.68395 1.17862 1.46410
P -1.70638 -2.71268 -0.63329
C -0.99430 -3.78016 0.64239
H -1.36369 -4.81066 0.47332
H -1.29697 -3.41149 1.62867
H 0.09579 -3.71346 0.55560
C -3.48988 -2.99839 -0.31592
H -4.12029 -2.57620 -1.11053
H -3.74005 -2.50277 0.63484
H -3.66748 -4.08617 -0.23960
C -1.31381 -3.69359 -2.13042
H -1.87566 -4.64716 -2.09723
H -0.22934 -3.89053 -2.11487
H -1.56236 -3.13423 -3.04530
P 1.90192 0.34541 -2.01308
C 3.51018 -0.24559 -1.48926
H 4.28753 0.20326 -2.11443
H 3.51085 -1.33519 -1.58464
H 3.63605 0.03139 -0.44110
C 1.82157 -0.19991 -3.74251
H 2.79300 0.00043 -4.22182
H 1.03718 0.31537 -4.30897
H 1.63582 -1.28107 -3.74463
C 2.06181 2.17072 -1.98927
H 2.81402 2.48889 -2.72639
H 2.38729 2.51032 -1.00065
H 1.12373 2.66280 -2.25209
W -1.21645 -0.20865 -1.08919
C -0.89557 0.07773 1.13041
O -0.57084 -0.90166 1.83299
C 0.90444 -0.97288 -1.05203
O 1.40579 -1.98101 -0.53758
C -1.59276 -0.07727 -3.22125
C -1.05660 1.13933 -2.79384
C -1.66562 1.83484 -1.74077
C -2.77923 1.29134 -1.07034
C -3.31594 0.07553 -1.50588
C -2.69158 -0.63563 -2.55020
H -1.07720 -0.65027 -3.97370
H -0.20257 1.58217 -3.30532
H -1.23592 2.77498 -1.42485
H -3.24334 1.85444 -0.26852
H -4.12070 -0.35360 -0.93916
H -3.08945 -1.58755 -2.86057
C 3.25951 0.17052 3.61221
C 3.47995 1.53997 2.97690
C 2.76165 1.49954 1.63266
O 2.23217 0.18294 1.42120
C 2.72104 -0.69742 2.44927
H 4.16793 -0.27138 4.02804
H 2.52135 0.22313 4.41861
H 4.53913 1.71955 2.82130
H 3.09275 2.34755 3.58820
H 1.92952 2.21456 1.59986
H 3.42836 1.76874 0.79962
H 3.54033 -1.33728 2.05202
H 1.89290 -1.35646 2.75943
*
```

Results
gap between HOMO and LUMO (spin up / spin down) = 0.209 / 0.176 hartree
LUMO (spin up / spin down) = -15.00 / -15.89 eV

***

Entry 10:
Formula: C4H9N2OS
Source: the Open Molecules 2025 dataset
Level of theory: wB97M-V/def2-TZVPD

```
! wB97M-V def2-TZVPD RIJCOSX def2/J DEFGRID3
* xyz -1 1
N 2.04391 0.33645 -1.56924
C 1.81203 0.23613 -0.12654
N 0.63403 -0.45551 0.45632
C -0.71878 0.09580 0.12099
C -0.91299 1.26385 1.09337
O -0.02882 1.92888 1.61987
C -1.85298 -1.02625 0.24984
S -3.44277 -0.58408 -0.43512
H 2.12758 -0.58106 -1.95845
H 1.28994 0.83221 -1.92253
H 1.94464 1.20807 0.34634
H 2.60125 -0.28846 0.33026
H 0.53266 -1.29610 -0.03478
H -0.80971 0.40691 -0.97756
H -1.86688 1.13190 1.66972
H -1.40544 -1.86857 -0.22875
H -1.94766 -1.34018 1.36626
*
```

Results
SMILES = NCN[C@H](C=O)C[S-]
gap between HOMO and LUMO = 0.240 hartree
LUMO = 3.69 eV

***

Listing electronic energy for the structures above in their given order: -2330.3972, -324.9397, -347.8495, -1962.9238, -458.6052, -702.3272, -529.1355, -510.3976, -2139.8973, -740.7408 a.u..
Listing relative energy (zero: lowest compared OMol25 entry of this formula, charge and spin) for the structures above in their given order: 0.00, 20.68, 71.35, 25.14, 42.23, 25.29, 57.75, 54.41, 0.00, 52.23 kcal/mol.